Entry 1:
14
Properties=species:S:1:pos:R:3 method="wB97M-V/def2-TZVPD" smiles="O=C1C[C@@H]1CO.[H][H]" multiplicity=1 relative_energy_kcal_mol=79.9 gap_ev=10.20
O 0.3694 0.6098 1.9767
C 0.3023 -0.0417 0.9681
C 0.7538 -1.2028 0.1923
C -0.1675 -0.0992 -0.4197
C 0.4004 0.9530 -1.3518
O -0.2423 2.1916 -1.1596
H 1.7928 -1.2544 -0.1295
H 0.2925 -2.1680 0.3906
H -1.2021 -0.3826 -0.6082
H 1.4889 1.0302 -1.1915
H 0.2394 0.6793 -2.3986
H -0.1681 2.4109 -0.2204
H -2.0879 -1.6265 1.7661
H -1.7714 -1.0996 2.1854

***

Entry 2:
81
Properties=species:S:1:pos:R:3 method="wB97M-V/def2-TZVPD" smiles=CCO.CCO.CCO.CCO.CCO.CCO.CCO.CCO.CCO multiplicity=1 relative_energy_kcal_mol=398.6 gap_ev=9.93
C -0.8400 -0.5176 -0.2210
C 0.3330 -0.0456 0.7290
O 0.6140 1.2194 0.6250
H -1.4670 -1.4966 -0.0920
H -0.4260 -0.6336 -1.1190
H -1.6520 0.2544 -0.3250
H 1.0190 -0.5616 0.4640
H -0.0610 -0.2646 1.7510
H 1.3000 1.5824 1.1520
C 1.1270 2.4614 4.4330
C 2.0580 3.0844 3.6290
O 2.4840 2.2074 2.6200
H 0.2100 2.3574 3.9380
H 0.8430 3.2084 5.1960
H 1.4440 1.3944 4.9280
H 3.0780 3.2614 4.2750
H 1.8030 4.0954 3.2080
H 3.2020 1.7464 3.0140
C -4.9190 0.3184 0.1880
C -4.8780 -1.2416 0.4890
O -5.9600 -1.8956 -0.3050
H -5.3150 0.6824 -0.8350
H -4.0100 0.9334 0.4360
H -5.5380 0.8564 0.7530
H -4.8570 -1.4186 1.6610
H -3.9960 -1.6286 0.4200
H -5.7430 -2.0626 -1.0890
C 1.5460 -3.7836 -0.2340
C 0.7660 -4.5516 0.8170
O 1.5820 -4.6736 1.9310
H 1.8980 -2.9666 0.3520
H 1.1660 -3.6826 -1.2280
H 2.6050 -4.1636 -0.4790
H 0.3590 -5.4886 0.3800
H -0.1040 -3.9246 1.1030
H 1.5670 -5.5766 2.1030
C -0.4390 -2.5886 3.9690
C -1.3830 -1.3986 4.1150
O -1.7720 -1.4196 5.3660
H -0.0030 -2.5786 3.1740
H -1.0720 -3.3676 4.0310
H 0.4040 -2.6106 4.6650
H -2.2670 -1.6386 3.5780
H -0.9490 -0.4166 3.8220
H -1.2030 -1.2036 5.9510
C -1.9890 0.7444 -3.8570
C -3.1450 1.4554 -3.0990
O -3.5020 2.6924 -3.8270
H -1.9270 -0.2086 -3.2060
H -1.0590 1.3674 -4.0700
H -2.3120 0.3144 -4.7790
H -2.6400 1.7434 -2.1810
H -4.1950 0.9354 -3.1840
H -4.2800 2.7964 -4.0330
C -0.9940 4.8324 -1.3870
C -1.5130 4.1504 -0.1760
O -0.4670 3.9644 0.7270
H -0.6830 5.9764 -1.1190
H -1.9120 5.0154 -2.1480
H -0.2940 4.4504 -2.0050
H -1.9070 3.0624 -0.4930
H -2.2880 4.7594 0.1820
H 0.1910 3.2904 0.3550
C 0.9000 -1.6026 -4.1360
C 2.3690 -1.6226 -4.0500
O 2.9130 -0.3846 -4.6470
H 0.5100 -1.4066 -5.2670
H 0.7060 -0.9586 -3.5470
H 0.5600 -2.6166 -4.0120
H 2.7640 -2.3866 -4.9120
H 2.5840 -1.8446 -2.9730
H 2.4910 -0.3526 -5.5430
C 5.3960 -0.3106 -1.6290
C 4.8620 0.3224 -0.3770
O 5.8210 0.0124 0.6890
H 6.0160 -1.1226 -1.2780
H 6.1990 0.2774 -1.9560
H 4.8410 -0.5566 -2.3190
H 3.7780 -0.1966 -0.2980
H 4.4820 1.4014 -0.2750
H 5.1730 0.1414 1.4910

***

Entry 3:
16
Properties=species:S:1:pos:R:3 method="wB97M-V/def2-TZVPD" smiles="C[C@H](O)CNC=O" multiplicity=1 relative_energy_kcal_mol=21.5 gap_ev=10.35
C 2.3320 0.2272 -1.1369
C 0.9053 0.5119 -0.7347
O 0.7448 1.8274 -0.1990
C 0.4360 -0.4739 0.3326
N -0.7912 -0.0461 0.9734
C -1.9410 -0.7662 0.8705
O -2.0561 -1.7625 0.1942
H 3.0796 0.5597 -0.4150
H 2.4360 -0.8442 -1.2993
H 2.5700 0.7074 -2.0904
H 0.2960 0.4103 -1.6399
H 0.6320 2.4339 -0.9401
H 1.2375 -0.5138 1.0791
H 0.3074 -1.4511 -0.1132
H -0.7661 0.9341 1.2069
H -2.7364 -0.3756 1.5246

***

Entry 4:
19
Properties=species:S:1:pos:R:3 method="wB97M-V/def2-TZVPD" multiplicity=1 relative_energy_kcal_mol=171.5 gap_ev=5.29
C 1.4268 0.6405 0.1662
C 1.2016 -0.7175 0.6995
C -0.3012 -1.0887 1.0092
N 0.1280 -0.3617 -2.0769
C -0.9457 -0.6271 -1.4238
C -1.2980 -0.9500 -0.0455
N 0.4712 1.5267 0.9748
H 0.9122 -0.1418 -1.4297
H 2.4440 1.0297 0.3061
H 1.6839 -0.6109 1.6851
H 1.5787 -1.6041 0.1557
H -0.1573 -2.1125 1.4042
H -0.6187 -0.5512 1.9527
H -1.5252 2.1944 -0.8987
H -1.2739 1.6393 -1.3359
H -1.8424 -0.5585 -2.0928
H -2.3555 -1.1072 0.1007
H 0.7635 2.3626 0.4314
H -0.2918 1.0380 0.4179

***

Entry 5:
51
Properties=species:S:1:pos:R:3 method="wB97M-V/def2-TZVPD" multiplicity=1 relative_energy_kcal_mol=1.9 gap_ev=6.23
Cs 1.7631 0.7616 -1.3686
C -2.1201 -0.7165 1.0536
C -1.9492 0.7736 0.7323
N -0.5978 1.2871 0.9557
C -0.2842 1.6663 2.3270
C 0.7210 0.7405 2.9946
N 2.0155 0.7927 2.3237
C 3.0653 0.0672 3.0409
C 2.9043 -1.4498 3.0609
C 3.2635 -2.2069 1.7868
N 2.2807 -2.1231 0.7042
C 1.0417 -2.8355 1.0025
C 0.1626 -2.9794 -0.2312
N -0.5344 -1.7619 -0.6215
C -1.9142 -1.6406 -0.1456
H -3.1368 -0.8820 1.4217
H -1.4437 -1.0007 1.8644
H -2.6786 1.3491 1.3176
H -2.1913 0.9431 -0.3190
H -0.4427 2.0605 0.3281
H -1.1934 1.6930 2.9384
H 0.1255 2.6825 2.3427
H 0.3436 -0.2830 2.9552
H 0.8011 1.0152 4.0585
H 2.2999 1.7656 2.2740
H 3.1303 0.4054 4.0867
H 4.0226 0.3096 2.5703
H 1.8997 -1.7219 3.3921
H 3.5745 -1.8229 3.8393
H 3.4361 -3.2572 2.0680
H 4.2136 -1.8205 1.4067
H 2.6986 -2.5705 -0.1053
H 0.4876 -2.2892 1.7694
H 1.2462 -3.8408 1.4035
H -0.5502 -3.7925 -0.0439
H 0.7917 -3.3097 -1.0643
H -0.5104 -1.6463 -1.6216
H -2.3095 -2.6345 0.1006
H -2.5266 -1.2613 -0.9669
N -4.2502 3.6201 -6.5880
C -3.4341 3.2286 -5.8769
C -2.4148 2.7371 -4.9841
C -1.1543 3.3342 -4.9595
C -0.1846 2.8548 -4.0882
C -0.3801 1.7788 -3.1970
C -1.6704 1.2182 -3.2800
C -2.6716 1.6644 -4.1336
H -0.9512 4.1682 -5.6221
H 0.7807 3.3619 -4.1131
H -1.9260 0.3719 -2.6380
H -3.6488 1.1955 -4.1509

***

Entry 6:
18
Properties=species:S:1:pos:R:3 method="wB97M-V/def2-TZVPD" multiplicity=1 relative_energy_kcal_mol=29.5 gap_ev=10.14
H 1.4580 -2.1202 1.3619
N 0.7294 -1.6878 0.7994
C 0.9923 -0.5170 0.3720
C 2.2857 0.2058 0.6158
C -0.0588 0.1920 -0.3885
C 0.1812 0.8967 -1.4850
C -1.4510 0.0420 0.2126
N -2.4236 0.7887 -0.5352
O -1.8136 -1.2985 0.3409
H 2.5606 0.8242 -0.2288
H 2.1616 0.8590 1.4762
H 3.0894 -0.4904 0.8324
H 1.1713 0.9884 -1.9050
H -0.6213 1.3937 -2.0007
H -1.3337 0.5115 1.2445
H -3.2346 0.9944 0.0368
H -2.7398 0.2300 -1.3223
H -0.9532 -1.8126 0.5730

***

Entry 7:
12
Properties=species:S:1:pos:R:3 method="wB97M-V/def2-TZVPD" multiplicity=1 relative_energy_kcal_mol=158.7 gap_ev="7.22 / 7.21"
C -0.4583 1.6660 -0.1981
C -0.7019 0.1899 -0.4499
C 0.5392 -0.5073 -0.2239
N -1.7594 -0.4321 -0.7706
N -2.8836 -0.0311 -1.2369
O 0.1461 2.0296 0.7444
O -3.9988 0.1503 -0.6061
S -4.1858 0.2191 1.0438
H -1.0399 2.3018 -0.9237
H 1.0088 -0.8692 -1.1464
H 0.4100 -1.3815 0.4090
H 1.2276 0.1867 0.3584

***

Entry 8:
14
Properties=species:S:1:pos:R:3 method="wB97M-V/def2-TZVPD" s2=0.75 multiplicity=2 relative_energy_kcal_mol=0.0 charge=-1 gap_ev="4.26 / 8.22"
C 0.2443 -1.1378 1.1378
C 0.7959 0.2743 0.8666
C 0.8742 0.6296 -1.4675
N 0.2378 0.9043 -0.2882
H -0.8373 -1.1054 1.2125
H 0.6232 -1.4914 2.1006
H 0.5258 -1.8447 0.3556
H 0.6188 0.9143 1.7386
H 1.9013 0.1351 0.7761
H 1.8158 0.0804 -1.4962
H 0.4159 1.1106 -2.3225
H -1.6383 0.3244 -0.9589
H -2.9711 0.9314 -0.5288
O -2.6064 0.2747 -1.1258